{"formula": "C84H186N12O9", "method": "ωB97M-V with the def2-TZVPD basis set", "symbols": ["C", "C", "C", "N", "C", "C", "C", "C", "C", "H", "H", "H", "H", "H", "H", "H", "H", "H", "H", "H", "H", "H", "H", "H", "H", "H", "H", "C", "C", "C", "N", "C", "C", "C", "C", "C", "H", "H", "H", "H", "H", "H", "H", "H", "H", "H", "H", "H", "H", "H", "H", "H", "H", "H", "C", "C", "C", "N", "C", "C", "C", "C", "C", "H", "H", "H", "H", "H", "H", "H", "H", "H", "H", "H", "H", "H", "H", "H", "H", "H", "H", "C", "C", "C", "N", "C", "C", "C", "C", "C", "H", "H", "H", "H", "H", "H", "H", "H", "H", "H", "H", "H", "H", "H", "H", "H", "H", "H", "C", "C", "C", "N", "C", "C", "C", "C", "C", "H", "H", "H", "H", "H", "H", "H", "H", "H", "H", "H", "H", "H", "H", "H", "H", "H", "H", "C", "C", "C", "C", "N", "C", "C", "C", "C", "C", "C", "C", "H", "H", "H", "H", "H", "H", "H", "H", "H", "H", "H", "H", "H", "H", "H", "H", "H", "H", "H", "H", "H", "H", "H", "H", "C", "C", "C", "C", "N", "C", "C", "C", "C", "C", "C", "C", "H", "H", "H", "H", "H", "H", "H", "H", "H", "H", "H", "H", "H", "H", "H", "H", "H", "H", "H", "H", "H", "H", "H", "H", "C", "C", "C", "C", "N", "C", "C", "C", "C", "C", "C", "C", "H", "H", "H", "H", "H", "H", "H", "H", "H", "H", "H", "H", "H", "H", "H", "H", "H", "H", "H", "H", "H", "H", "H", "H", "C", "C", "C", "C", "N", "C", "C", "C", "C", "C", "C", "C", "H", "H", "H", "H", "H", "H", "H", "H", "H", "H", "H", "H", "H", "H", "H", "H", "H", "H", "H", "H", "H", "H", "H", "H", "N", "O", "O", "O", "N", "O", "O", "O", "N", "O", "O", "O"], "coordinates": [[31.85, 14.49, 18.86], [31.52, 15.39, 17.65], [32.28, 16.75, 17.31], [31.73, 17.77, 16.37], [30.55, 18.53, 17.06], [31.16, 17.06, 15.06], [32.36, 16.84, 14.05], [33.37, 17.90, 14.50], [32.83, 18.75, 15.66], [30.99, 13.85, 19.05], [31.91, 15.07, 19.79], [32.75, 13.90, 18.68], [30.44, 15.56, 17.74], [31.51, 14.86, 16.70], [33.31, 16.55, 17.02], [32.53, 17.36, 18.18], [30.31, 19.49, 16.59], [30.83, 18.64, 18.11], [29.68, 17.89, 16.92], [30.48, 17.81, 14.65], [30.64, 16.17, 15.42], [32.05, 16.93, 13.01], [32.77, 15.87, 14.35], [33.55, 18.57, 13.66], [34.35, 17.44, 14.60], [32.31, 19.62, 15.25], [33.65, 19.25, 16.17], [23.09, 24.59, 15.63], [22.22, 25.41, 16.56], [20.91, 25.86, 15.90], [20.00, 26.73, 16.80], [20.70, 28.11, 17.05], [19.81, 26.19, 18.24], [18.49, 26.75, 18.66], [17.79, 27.42, 17.48], [18.55, 26.83, 16.28], [23.87, 24.11, 16.23], [23.52, 25.22, 14.85], [22.53, 23.81, 15.12], [22.88, 26.20, 16.93], [21.84, 24.77, 17.36], [20.37, 24.98, 15.55], [20.98, 26.40, 14.95], [20.66, 28.64, 16.10], [21.71, 27.91, 17.40], [20.05, 28.59, 17.78], [20.64, 26.34, 18.93], [19.74, 25.11, 18.16], [18.63, 27.46, 19.47], [17.82, 26.08, 19.19], [17.90, 28.50, 17.54], [16.72, 27.25, 17.55], [18.54, 27.48, 15.41], [18.32, 25.82, 15.94], [24.37, 10.38, 10.59], [24.44, 10.34, 12.08], [24.54, 11.80, 12.64], [24.50, 11.89, 14.21], [23.44, 10.92, 14.70], [24.31, 13.42, 14.62], [24.86, 13.45, 16.02], [25.65, 12.22, 16.27], [25.79, 11.53, 14.95], [23.94, 11.30, 10.20], [23.78, 9.55, 10.21], [25.30, 10.32, 10.02], [25.19, 9.73, 12.57], [23.48, 9.91, 12.36], [23.70, 12.39, 12.28], [25.50, 12.26, 12.41], [23.82, 9.94, 14.42], [22.57, 11.12, 14.06], [23.34, 10.99, 15.78], [23.30, 13.83, 14.57], [24.94, 13.93, 13.89], [24.19, 13.72, 16.83], [25.55, 14.29, 16.06], [25.20, 11.52, 16.96], [26.57, 12.54, 16.77], [25.98, 10.46, 14.96], [26.61, 11.96, 14.38], [25.18, 22.58, 13.23], [25.90, 22.43, 11.88], [26.23, 23.86, 11.21], [27.16, 23.86, 10.03], [26.49, 23.10, 8.82], [28.50, 23.19, 10.52], [29.64, 24.17, 10.23], [28.78, 25.55, 10.21], [27.57, 25.20, 9.43], [25.84, 22.90, 14.04], [24.52, 21.75, 13.47], [24.41, 23.34, 13.08], [25.30, 21.74, 11.29], [26.82, 21.88, 12.07], [26.70, 24.49, 11.97], [25.34, 24.38, 10.88], [27.23, 22.98, 8.03], [25.57, 23.63, 8.57], [26.39, 22.08, 9.19], [28.66, 22.20, 10.11], [28.45, 23.05, 11.60], [30.19, 23.87, 9.33], [30.42, 24.13, 10.99], [29.42, 26.34, 9.82], [28.55, 25.96, 11.19], [27.81, 24.96, 8.39], [26.75, 25.91, 9.44], [21.71, 20.59, 13.47], [21.74, 21.62, 12.35], [20.79, 22.82, 12.60], [20.79, 23.91, 11.51], [22.04, 24.79, 11.54], [19.54, 24.79, 11.65], [19.25, 25.38, 10.26], [19.98, 24.47, 9.29], [20.58, 23.31, 10.10], [20.82, 19.95, 13.41], [21.75, 21.01, 14.47], [22.65, 20.05, 13.35], [21.34, 21.21, 11.42], [22.78, 21.96, 12.28], [21.06, 23.38, 13.50], [19.77, 22.47, 12.75], [21.90, 25.62, 10.85], [22.91, 24.19, 11.29], [22.08, 25.22, 12.54], [19.54, 25.47, 12.50], [18.73, 24.09, 11.89], [19.51, 26.43, 10.14], [18.17, 25.49, 10.11], [20.75, 25.01, 8.74], [19.25, 24.11, 8.56], [21.55, 22.95, 9.76], [19.82, 22.53, 10.09], [14.52, 24.75, 18.83], [14.73, 23.26, 18.82], [16.19, 22.78, 19.18], [16.38, 21.79, 20.44], [17.81, 21.61, 21.01], [18.74, 20.89, 20.04], [19.92, 20.27, 20.83], [19.28, 20.06, 22.28], [17.90, 20.68, 22.26], [18.43, 23.04, 21.30], [17.43, 23.98, 22.02], [18.18, 25.12, 22.79], [15.17, 25.23, 18.10], [14.59, 25.17, 19.83], [13.48, 24.95, 18.58], [14.59, 22.80, 17.84], [13.99, 22.73, 19.43], [16.75, 23.71, 19.28], [16.60, 22.25, 18.32], [16.03, 20.76, 20.34], [15.76, 22.15, 21.26], [19.09, 21.55, 19.24], [18.14, 20.15, 19.52], [20.79, 20.93, 20.87], [20.33, 19.36, 20.39], [19.75, 20.55, 23.13], [19.10, 18.99, 22.43], [17.74, 21.38, 23.08], [17.18, 19.87, 22.25], [18.74, 23.51, 20.37], [19.34, 22.72, 21.80], [16.71, 23.61, 22.76], [16.77, 24.42, 21.27], [18.83, 24.64, 23.52], [17.51, 25.88, 23.18], [18.90, 25.70, 22.20], [27.09, 15.97, 18.27], [27.32, 16.92, 19.47], [26.97, 18.38, 19.29], [25.49, 18.61, 18.84], [24.92, 20.01, 19.15], [23.57, 20.06, 18.41], [23.65, 20.61, 16.95], [25.06, 21.22, 17.00], [25.59, 21.17, 18.43], [24.77, 20.19, 20.69], [24.11, 19.03, 21.40], [23.55, 19.38, 22.81], [26.02, 15.91, 18.05], [27.30, 14.99, 18.70], [27.76, 16.18, 17.44], [28.40, 17.00, 19.62], [27.03, 16.57, 20.46], [27.56, 18.78, 18.46], [27.11, 18.88, 20.25], [24.77, 17.87, 19.20], [25.30, 18.27, 17.82], [22.92, 20.73, 18.97], [23.06, 19.10, 18.42], [22.78, 21.25, 16.82], [23.77, 19.69, 16.38], [25.19, 22.26, 16.67], [25.70, 20.66, 16.32], [25.14, 21.99, 19.00], [26.67, 21.23, 18.56], [24.29, 21.15, 20.86], [25.82, 20.35, 20.95], [24.74, 18.14, 21.43], [23.20, 18.67, 20.92], [24.35, 19.48, 23.54], [22.95, 18.56, 23.21], [22.91, 20.26, 22.81], [12.21, 19.86, 17.55], [13.06, 20.22, 16.36], [14.48, 19.76, 16.32], [15.23, 20.22, 15.13], [16.49, 19.41, 14.90], [17.23, 20.04, 13.63], [17.74, 18.86, 12.75], [16.73, 17.77, 13.02], [16.16, 17.93, 14.46], [17.42, 19.45, 16.18], [18.88, 18.96, 15.94], [19.64, 18.76, 17.24], [11.45, 20.64, 17.55], [12.67, 20.05, 18.52], [11.68, 18.90, 17.52], [13.12, 21.31, 16.28], [12.53, 19.84, 15.48], [14.40, 18.68, 16.39], [14.97, 19.97, 17.28], [15.59, 21.25, 15.16], [14.71, 20.08, 14.18], [18.12, 20.54, 14.02], [16.54, 20.72, 13.13], [18.73, 18.51, 13.04], [17.89, 19.15, 11.71], [17.12, 16.76, 12.92], [15.93, 17.93, 12.29], [16.41, 17.22, 15.24], [15.08, 17.84, 14.35], [17.04, 18.74, 16.91], [17.40, 20.47, 16.56], [19.44, 19.66, 15.32], [18.95, 18.01, 15.41], [19.66, 19.68, 17.83], [20.69, 18.57, 16.98], [19.21, 17.92, 17.78], [21.75, 26.88, 22.10], [22.69, 27.91, 21.44], [23.77, 27.33, 20.52], [24.82, 26.60, 21.37], [25.97, 25.98, 20.55], [26.73, 27.12, 19.79], [26.55, 26.87, 18.29], [26.44, 25.30, 18.18], [25.68, 24.94, 19.45], [27.09, 25.53, 21.61], [26.62, 24.46, 22.67], [27.68, 23.59, 23.21], [22.31, 26.18, 22.71], [21.19, 26.36, 21.32], [21.11, 27.38, 22.82], [23.27, 28.48, 22.17], [22.17, 28.63, 20.81], [24.30, 28.19, 20.13], [23.45, 26.92, 19.57], [24.48, 25.74, 21.94], [25.28, 27.29, 22.08], [27.78, 26.95, 19.99], [26.52, 28.10, 20.21], [27.21, 27.31, 17.55], [25.56, 27.28, 18.05], [27.44, 24.88, 18.20], [25.90, 24.97, 17.30], [25.87, 23.93, 19.78], [24.65, 24.95, 19.07], [27.45, 26.40, 22.16], [27.84, 25.05, 20.99], [25.86, 23.79, 22.26], [26.17, 25.02, 23.48], [27.29, 22.67, 23.64], [28.14, 24.07, 24.08], [28.57, 23.35, 22.64], [29.12, 21.92, 19.52], [28.95, 21.25, 20.51], [29.54, 21.53, 18.47], [28.76, 23.04, 19.58], [22.27, 23.65, 20.47], [21.32, 24.08, 21.08], [23.37, 23.79, 20.95], [22.21, 23.21, 19.36], [22.51, 16.28, 16.41], [21.71, 15.77, 15.63], [22.34, 16.04, 17.61], [23.47, 16.92, 16.05]], "lowdin_charge": [-0.0662, -0.2000, -0.1171, -0.2073, 0.0347, -0.0687, -0.1177, -0.1776, -0.0231, 0.0776, 0.0824, 0.0851, 0.0800, 0.0929, 0.1359, 0.1299, 0.0926, 0.1083, 0.0756, 0.1181, 0.1056, 0.1203, 0.1138, 0.1170, 0.1226, 0.1182, 0.1371, -0.0861, -0.2106, -0.1185, -0.2200, 0.0839, -0.1043, -0.1664, -0.1163, -0.0693, 0.0611, 0.0809, 0.0531, 0.1085, 0.0913, 0.1152, 0.1225, 0.1147, 0.0961, 0.1069, 0.1280, 0.1260, 0.1298, 0.1074, 0.1241, 0.1212, 0.1356, 0.1280, -0.0964, -0.2312, -0.0825, -0.2322, 0.0347, -0.0430, -0.1804, -0.1752, -0.1059, 0.0791, 0.0907, 0.0860, 0.1205, 0.1020, 0.1306, 0.1274, 0.0973, 0.1168, 0.1163, 0.1252, 0.1261, 0.1285, 0.1054, 0.1239, 0.1269, 0.1445, 0.1362, -0.0970, -0.1887, -0.1042, -0.2394, 0.0585, -0.0932, -0.0867, -0.1191, -0.1126, 0.0900, 0.0636, 0.0399, 0.1036, 0.1012, 0.1351, 0.1114, 0.1157, 0.1117, 0.0934, 0.1366, 0.1156, 0.1233, 0.1226, 0.1321, 0.1182, 0.1378, 0.1458, -0.0666, -0.1996, -0.1042, -0.2384, 0.0573, -0.0939, -0.1367, -0.1362, -0.0742, 0.0654, 0.0647, 0.0896, 0.1114, 0.0741, 0.0994, 0.1228, 0.1172, 0.0868, 0.0941, 0.1284, 0.1241, 0.1239, 0.1303, 0.1237, 0.1341, 0.1346, 0.1430, -0.0912, -0.2405, -0.1382, -0.0626, -0.1852, -0.1316, -0.1023, -0.1085, -0.0783, -0.0824, -0.1992, -0.0605, 0.0622, 0.0851, 0.0907, 0.0840, 0.1153, 0.0701, 0.0755, 0.1244, 0.1217, 0.1168, 0.1139, 0.0924, 0.1080, 0.1211, 0.1213, 0.1348, 0.1402, 0.1066, 0.1140, 0.1170, 0.0800, 0.0868, 0.0876, 0.0477, -0.0805, -0.2406, -0.1633, -0.1002, -0.1538, -0.1135, -0.1200, -0.1454, -0.0693, -0.0750, -0.2107, -0.0710, 0.0599, 0.0745, 0.0597, 0.1009, 0.1181, 0.1064, 0.1110, 0.1199, 0.1201, 0.1038, 0.1199, 0.1019, 0.0959, 0.0861, 0.1126, 0.1120, 0.1320, 0.1191, 0.1314, 0.1143, 0.1027, 0.0833, 0.0803, 0.0666, -0.0821, -0.2669, -0.2265, -0.1380, -0.1636, -0.0570, -0.1570, -0.1322, -0.0394, -0.0795, -0.2268, -0.0704, 0.0850, 0.0718, 0.0919, 0.1066, 0.1276, 0.1295, 0.1097, 0.1349, 0.1448, 0.0900, 0.1266, 0.0981, 0.1218, 0.1322, 0.1267, 0.1373, 0.1258, 0.1292, 0.1200, 0.0763, 0.1225, 0.0508, 0.0755, 0.1040, -0.0855, -0.2275, -0.1968, -0.1003, -0.1257, -0.0894, -0.1256, -0.1393, -0.1077, -0.0475, -0.2301, -0.1042, 0.0776, 0.0316, 0.0814, 0.1178, 0.1027, 0.1014, 0.0908, 0.1039, 0.1445, 0.1248, 0.1367, 0.1226, 0.0877, 0.1058, 0.0904, 0.1094, 0.0998, 0.1399, 0.1128, 0.0954, 0.1125, 0.0847, 0.0834, 0.0796, -0.7491, -0.0308, -0.0432, -0.0460, -0.6785, -0.0316, -0.0225, -0.0405, -0.7026, -0.0668, -0.0728, -0.0723], "homo_lumo_gap_ha": 0.1885, "total_energy_ev": -126359.27855, "lumo_ev": -10.65, "charge": 6}